# 1
The following is a quantum chemistry calculation of the ion C5H12NO with charge +1 in a non-equilibrium geometry, from the OMol25 dataset.

Last column: Löwdin charge in e.
Atoms and positions in Å:
C -0.603 -0.613 0.309  -0.18
C -1.465 0.577 0.641  -0.11
C 1.100 0.888 -0.503  -0.11
C -2.631 0.780 -0.239  -0.11
C 1.777 -1.492 0.027  0.05
N 0.821 -0.244 0.341  -0.11
O 2.246 1.506 -0.111  0.10
H -0.824 -1.377 1.011  0.13
H -0.841 -1.065 -0.687  0.15
H -1.322 0.988 1.634  0.11
H 0.763 0.815 -1.497  0.14
H -3.588 1.129 0.385  0.13
H -2.974 -0.252 -0.615  0.11
H -2.353 1.583 -0.964  0.09
H 2.304 -2.003 0.888  0.11
H 1.226 -2.284 -0.529  0.10
H 2.667 -1.219 -0.637  0.12
H 1.089 0.140 1.227  0.17
H 2.608 2.142 -0.681  0.11

Forces on the atoms, in the same order (eV/Å):
-1.2209 0.6227 -1.0263
0.9306 -0.7689 -0.3598
0.4928 1.1209 0.5826
-2.6156 -0.0262 1.5797
1.4979 -0.6884 -0.6648
2.3574 -1.8485 -0.7097
-1.5799 -2.3878 1.4221
0.3788 -1.0146 0.8726
0.3691 0.6884 0.6454
-0.2151 0.2334 -0.1449
-0.1094 0.0792 -1.1609
2.1576 -0.3600 -1.3813
0.6332 1.8014 -0.2809
-0.7407 -0.9064 -0.0568
-1.2460 1.0542 -0.3001
-0.0488 0.9037 0.5169
-1.5461 0.3613 0.8141
0.0269 -0.2716 1.2586
0.4782 1.4071 -1.6066

## Properties
* energy: -8906.10663 eV
* energy above the lowest of the compared OMol25 structures with the same formula, charge and spin: 4.5225 eV
* HOMO-LUMO gap (alpha / beta): 8.2 / 9.2 eV
* total charge: +1

***

# 2
The following is a quantum chemistry calculation of a cluster of 2 separate species, C5H12NO in total in a non-equilibrium geometry, from the OMol25 dataset.

Last column: Löwdin charge in e.
Atoms and positions in Å:
C 1.008 -1.005 0.441  -0.09
C -1.196 0.674 0.477  -0.18
C 2.270 -0.451 1.058  0.02
C -0.392 1.905 0.453  -0.08
C -0.094 -1.486 -1.506  -0.01
N -2.448 0.877 0.397  0.10
O 1.042 -1.060 -0.843  -0.03
H 0.377 -1.609 1.097  0.15
H 2.630 -1.022 1.920  0.11
H 2.074 0.643 1.318  0.12
H 2.979 -0.258 0.306  0.08
H -0.347 1.980 1.543  0.11
H -1.034 2.733 0.219  0.08
H 0.638 1.696 0.208  0.06
H -0.490 -2.274 -0.917  0.10
H 0.139 -1.740 -2.528  0.12
H -0.705 -0.557 -1.435  0.10
H -3.189 0.257 0.663  0.12
H -2.898 1.808 0.240  0.15

Forces on the atoms, in the same order (eV/Å):
2.0362 -0.2342 0.1160
1.9641 -0.9151 -0.0089
-2.0483 1.7930 0.4812
-0.7654 -1.2924 1.4932
-1.5086 1.1533 -0.5163
-2.6504 1.5071 0.0355
1.6516 0.6555 2.1257
-0.4764 0.1408 -0.8031
-0.2130 0.2590 -0.2483
-0.0645 -1.3548 0.4844
1.1872 -0.5272 -1.0782
0.3048 0.2366 0.5124
0.6736 1.0970 -1.0456
0.0328 0.9550 -0.9342
-0.9538 -0.8674 0.0004
0.1604 -0.1385 -0.0719
-0.4206 -0.9614 -0.4697
0.2017 -1.0809 -0.1829
0.8885 -0.4252 0.1101

## Properties
* energy: -8906.67144 eV
* energy above the lowest of the compared OMol25 structures with the same formula, charge and spin: 3.9577 eV
* HOMO-LUMO gap: 8.2 eV
* total charge: +1